Density functional theory data (the ωB97M-V functional and the def2-TZVPD basis) for a structure of composition C30H44BCl5N2OP2V.

As for the charge: +1. For the calculated total energy, the calculation gives -5306.6103 a.u. The multiplicity is 3. As for the frontier orbital gap (alpha / beta): 6.63 / 7.23 eV. For the energy above the lowest of the compared OMol25 structures with the same formula, charge and spin, the calculation gives 0.000 eV.

Structure (XYZ):
```
86
Properties=species:S:1:pos:R:3:forces:R:3:mulliken_charge:R:1
V -0.5740 -0.0478 0.0622 -2.41 2.51 -2.29 -0.045
Cl -3.1444 2.3908 -3.3479 0.03 0.51 -0.04 -0.176
Cl -2.6204 -0.9409 0.8331 0.73 -0.12 0.64 -0.371
Cl -6.2581 2.1450 -2.9829 -1.18 0.80 -1.38 -0.177
Cl -7.3328 -0.2651 -1.3844 -0.73 0.03 0.05 -0.186
Cl -5.4943 -1.5832 0.7471 -0.29 0.01 0.08 -0.168
P 0.1786 -1.7975 -1.5325 2.09 -3.09 0.58 0.981
P -0.0752 1.8289 1.6991 1.73 -0.31 1.95 0.574
O -1.7331 1.0976 -1.1955 0.03 -1.04 1.18 -0.236
N 1.9620 0.1173 1.9831 -0.05 -0.16 -0.97 0.519
N 2.1818 -1.4286 0.3408 -1.14 -0.13 -0.28 0.664
C 0.1650 -4.6246 -2.4296 -0.13 -0.57 1.26 -1.589
C -0.5783 -3.6085 -1.4901 -0.65 1.21 -2.23 1.626
C 3.2489 -0.4309 2.0675 -0.76 -0.23 -0.37 0.203
C 4.1839 -0.3026 3.0689 0.39 0.27 0.17 -0.613
C 1.3848 1.1756 2.7471 -1.95 -0.50 1.99 -1.540
C -1.2575 2.4051 3.0586 -0.85 -0.05 -0.48 1.981
C -3.8919 1.5457 -2.0732 1.24 -1.01 0.65 0.057
C -0.7257 3.5913 3.8712 -0.47 0.69 0.46 -1.946
C -0.5352 -0.7198 -4.0358 -1.40 1.55 -0.51 -1.683
C -1.5679 1.2237 4.0060 -1.51 -0.20 0.94 -1.633
C 1.5925 4.2122 1.6554 0.98 -0.03 1.42 -1.567
C -4.9185 -0.3140 -0.2540 -0.73 -0.21 -0.19 0.138
C 5.4368 -2.1040 1.9531 0.33 -1.32 -0.19 -0.713
C 5.2650 -1.1990 3.0041 -0.54 0.92 -0.92 -0.740
C 1.8455 -2.3647 -0.6996 -0.26 0.78 -1.74 -2.001
C 1.1475 -2.3957 -4.2586 -0.76 -1.52 0.47 -1.742
C -2.0034 -3.4175 -2.0773 -0.47 -0.19 1.13 -1.474
C 1.8539 2.6097 -0.1631 0.00 0.29 0.37 -1.881
C -0.6924 -4.0910 -0.0679 0.88 -0.36 1.42 -1.424
C 0.6793 -1.3149 -3.2834 -0.69 0.61 -1.01 1.856
C -2.6056 2.8120 2.4335 0.09 0.52 -1.46 -1.510
C 4.4474 -2.2939 0.9637 0.40 1.00 0.38 -0.542
C -5.7498 0.2990 -1.1795 0.59 -0.42 0.32 0.131
C -0.3227 3.9679 0.0742 -0.07 0.38 -0.94 -1.740
C -3.0604 0.8992 -1.1375 2.23 0.55 -0.28 -0.914
C 0.8033 3.2219 0.8299 -0.45 0.26 -0.92 1.826
C 3.3955 -1.3880 1.0186 -0.96 -0.32 0.90 0.450
C 1.7452 -0.2181 -3.1353 -0.24 1.86 0.61 -2.094
C -5.2185 1.2568 -2.0497 -0.61 -0.21 0.84 0.853
C -3.5797 0.0208 -0.2067 -1.51 0.12 -0.67 0.672
B 1.1852 -0.5263 0.9327 3.90 -0.71 0.94 0.495
H -2.5090 3.6256 1.6604 -0.12 -0.94 0.72 0.218
H 2.0050 1.9732 3.1555 0.50 -0.02 -0.76 0.452
H 1.3685 0.5514 -2.3886 0.50 -0.83 -0.59 0.655
H -3.2728 3.1970 3.1844 -0.14 0.23 0.58 0.628
H 1.0567 4.7469 2.4686 0.25 -0.32 -0.87 0.210
H 0.2717 -3.0871 -4.4842 1.26 0.91 0.11 0.275
H 2.7723 2.2285 0.3741 -1.16 0.11 -0.55 0.186
H -1.3527 3.8384 4.7625 0.06 -0.56 -0.70 0.467
H 0.3128 -4.4473 0.3445 -1.45 0.38 -0.45 0.368
H -0.9298 3.2596 -0.5289 0.23 0.40 0.31 0.244
H 1.8990 0.4419 -4.0502 -0.21 -1.31 0.75 0.472
H -2.3834 -4.3720 -2.4496 -0.12 -0.07 0.31 0.572
H -1.2056 -0.0153 -3.4496 1.05 -0.63 -0.33 0.176
H -3.1506 1.9650 1.9897 0.35 0.11 -0.09 0.264
H 4.4579 -3.0475 0.1719 0.33 0.18 0.42 0.452
H 2.5994 -2.3955 -1.5074 -0.08 0.20 0.31 0.665
H 0.2519 3.4050 4.2828 0.56 -0.10 0.03 0.386
H -2.0459 -2.7547 -2.9301 0.10 0.34 -0.13 0.212
H 1.2450 -4.4775 -2.5364 -0.26 0.15 0.05 0.189
H -0.1109 -0.0758 -4.8932 -0.83 -1.18 1.06 0.475
H 0.9510 0.7592 3.7200 0.31 0.34 -1.17 0.374
H -0.6942 4.5352 3.3025 -0.04 -0.53 0.03 0.341
H 2.4480 3.6803 2.1486 -0.58 0.59 -0.38 0.390
H -0.2992 -4.6965 -3.4322 0.30 -0.06 0.75 0.381
H 2.0407 4.9412 0.9643 -0.20 -0.08 0.25 0.482
H 2.7180 -0.5828 -2.7710 -0.35 0.09 -0.21 0.292
H 1.7042 -3.4076 -0.4322 0.11 0.08 0.60 0.638
H -1.4227 -4.9424 0.0370 0.66 0.86 -0.24 0.524
H 1.9463 -3.0301 -3.8390 -0.03 0.43 -0.50 0.250
H -0.8266 1.1654 4.8025 -0.02 -0.07 0.02 0.466
H -2.5748 1.5150 4.5121 1.67 -0.69 -0.71 0.461
H 1.3937 1.8202 -0.7928 0.47 0.42 0.19 0.277
H 1.4329 -1.9116 -5.2009 0.16 -0.16 0.30 0.496
H 0.0745 -5.5894 -1.8658 -0.09 0.47 -0.87 0.504
H -1.6973 0.1722 3.6009 0.18 1.38 -0.03 0.081
H -1.2664 -1.4915 -4.4341 1.20 0.78 0.25 0.297
H -2.6850 -3.0394 -1.2673 0.41 -0.27 -0.87 0.253
H -1.0265 -3.2410 0.5753 0.12 -0.77 -0.22 0.043
H 4.0662 0.5053 3.8333 0.26 -1.08 -0.53 0.358
H 0.0995 4.7179 -0.6585 -0.32 -0.67 0.86 0.463
H -1.0054 4.5017 0.7738 0.64 -0.27 -0.51 0.258
H 2.2016 3.4588 -0.7935 -0.29 -0.66 0.13 0.725
H 6.0309 -1.0835 3.7179 0.82 -0.11 0.77 0.425
H 6.3486 -2.7609 1.9578 -1.08 0.76 -0.01 0.336
```
Positions in Å, forces in eV/Å.